{"formula": "C4H14N3", "method": "wB97M-V/def2-TZVPD", "species": ["C", "C", "C", "C", "N", "N", "N", "H", "H", "H", "H", "H", "H", "H", "H", "H", "H", "H", "H", "H", "H"], "coordinates": [[2.30613, -1.16925, 0.21451], [0.37588, 0.50390, -1.47505], [0.59074, 1.32444, 0.81730], [-3.07341, -0.16142, -0.36953], [-2.26211, -0.06989, 0.63826], [0.90013, -1.05591, 0.27722], [0.18135, 0.23293, 0.04092], [2.52156, -2.12240, -0.33324], [2.67418, -0.30406, -0.22892], [2.69916, -1.41206, 1.27673], [-0.29611, -0.22012, -1.97270], [-0.03923, 1.46156, -1.80120], [1.35701, 0.45052, -1.78415], [0.09306, 2.18003, 0.52817], [0.25854, 1.21069, 1.82963], [1.70581, 1.46433, 0.90398], [-2.66724, 0.09110, -1.31717], [-4.13414, -0.50063, -0.20949], [0.49358, -1.54175, 1.09952], [-2.72008, -0.35700, 1.42048], [-0.96482, -0.00502, 0.44472]], "atomic_forces_ev_per_a": [[0.6281, -2.9441, 2.3657], [-4.1616, -0.4103, 1.1784], [2.8011, 0.2714, 2.4524], [0.3251, -0.1935, 2.2583], [-0.8424, -0.0073, -3.7390], [-3.7314, 0.0238, 0.7094], [1.5698, -2.7235, -2.1939], [0.1911, 1.1354, -0.0823], [1.4375, 1.1999, -0.6726], [-0.0385, 1.0758, -1.6425], [0.9177, -0.0451, 0.1079], [0.1790, 0.2231, 0.6981], [2.1385, -0.4195, -0.3697], [-0.7002, 2.0266, -1.1249], [-0.1618, -0.4929, 0.8261], [-1.0950, 0.0142, -0.5437], [-0.1088, 0.0987, -0.9731], [1.1418, 0.5068, -0.4477], [0.2203, 0.8776, -0.8741], [-1.2658, -0.8496, 3.3164], [0.5554, 0.6325, -1.2491]], "nbo_charge": [-0.4365, -0.4100, -0.4418, 0.0793, -0.6153, -0.4797, -0.2710, 0.2263, 0.2047, 0.2047, 0.2195, 0.2212, 0.2226, 0.2255, 0.2158, 0.2263, 0.1918, 0.2195, 0.3750, 0.3813, 0.4407], "homo_lumo_gap_ev": 9.093, "total_charge": 1, "e_lumo_ev": -3.922, "energy_ev": -8835.9419}